# 1
93
Properties=species:S:1:pos:R:3:forces:R:3:lowdin_charge:R:1 method="wB97M-V/def2-TZVPD" s_squared=3.78 de_lowest_kcal_mol=21.8 multiplicity=4 homo_ev="-16.415 / -16.411" e_tot_ev=-239400.6650 total_charge=+4 orbital_gap_ev="4.7 / 3.1"
Re 1.0843 -0.6781 0.4860 -0.689 -1.028 0.859 1.377
C -0.3522 -1.6820 3.0185 -0.817 0.446 0.365 -0.088
N 0.9049 -1.9646 2.3031 0.015 0.510 -0.650 -0.263
C 2.0405 -1.7618 3.2203 0.771 0.281 0.373 -0.083
C 2.5790 -0.3647 3.1134 0.191 -0.240 0.937 -0.246
C 3.3838 0.1531 4.1197 -0.270 -0.153 -0.261 0.045
C 4.0059 1.3758 3.9351 -0.067 -0.077 -0.224 0.040
C 3.7833 2.0492 2.7398 -0.170 -0.244 -0.064 0.018
C 2.9357 1.4850 1.8079 0.441 0.931 -0.254 -0.139
N 2.3402 0.2997 1.9745 -0.434 -0.433 -0.480 -0.065
C 0.9532 -3.3265 1.7562 -0.077 -0.636 -0.603 -0.102
C 2.2144 -3.4419 0.9308 -0.022 -0.693 0.261 -0.277
C 2.9606 -4.6092 0.8866 -0.333 0.333 -0.039 0.045
C 4.1748 -4.6151 0.2171 -0.003 0.163 -0.046 0.039
C 4.6188 -3.4377 -0.3662 -0.216 0.098 0.008 0.021
C 3.8087 -2.3155 -0.3047 0.710 0.167 -0.340 -0.100
N 2.6274 -2.3153 0.3141 -0.897 0.852 0.293 -0.070
C -1.4217 -1.1083 2.1343 -0.310 -0.544 0.471 -0.251
C -2.7656 -1.2944 2.4343 0.442 0.118 -0.111 0.046
C -3.7333 -0.6839 1.6559 0.270 0.077 -0.139 0.037
C -3.3178 0.1320 0.6105 0.131 -0.009 0.075 0.018
C -1.9660 0.2611 0.3673 -0.401 0.589 -0.631 -0.128
N -1.0296 -0.3567 1.0916 1.528 -0.352 -0.234 -0.053
H -0.1484 -0.9154 3.7786 0.005 -0.040 -0.088 0.130
H -0.7200 -2.5781 3.5304 0.174 0.065 -0.038 0.161
H 2.8602 -2.4376 2.9545 -0.175 -0.007 0.025 0.150
H 1.7626 -1.9995 4.2519 -0.090 0.000 -0.145 0.165
H 3.5288 -0.4143 5.0277 0.013 -0.037 0.052 0.146
H 4.6650 1.7758 4.6906 0.022 0.087 0.075 0.145
H 4.2648 2.9890 2.5282 -0.008 0.159 -0.037 0.138
H 2.7396 1.9961 0.8739 0.077 -0.012 0.214 0.053
H 0.0622 -3.4819 1.1313 0.058 -0.048 0.177 0.127
H 0.9463 -4.0756 2.5583 -0.032 0.120 -0.108 0.165
H 2.5992 -5.4978 1.3802 -0.044 -0.086 0.115 0.145
H 4.7684 -5.5145 0.1825 0.127 -0.113 -0.034 0.146
H 5.5748 -3.3891 -0.8618 0.098 0.076 -0.076 0.140
H 4.1290 -1.3770 -0.7383 -0.003 0.000 -0.076 0.128
H -3.0449 -1.9103 3.2715 -0.008 -0.140 0.165 0.142
H -4.7799 -0.8521 1.8527 -0.147 0.053 0.052 0.142
H -4.0289 0.6521 -0.0124 0.018 0.073 -0.126 0.129
H -1.6094 0.8862 -0.4418 -0.176 -0.102 0.039 0.064
C 1.6730 -2.5554 -2.8894 0.291 -0.027 0.289 -0.243
As 0.2458 -1.8679 -1.7411 -0.537 -0.162 -1.179 1.095
C -0.8675 -3.4765 -1.6593 -0.001 -0.143 0.530 -0.231
C -0.9467 -0.8283 -2.9490 -0.167 0.308 0.223 -0.311
C -0.4777 0.4779 -3.6109 0.434 -0.131 0.042 -0.691
C 0.8099 0.2595 -4.4062 -0.142 0.049 0.150 -0.050
C -0.2583 1.6025 -2.5963 -0.419 -0.326 -0.042 -0.304
As 1.0323 1.4217 -1.0889 -0.293 1.228 -0.904 1.071
C 2.7257 1.9700 -1.9086 0.315 -0.254 0.184 -0.231
C 0.4569 3.0766 -0.2203 0.103 0.009 0.406 -0.230
C -1.5543 0.9396 -4.6079 -1.113 -0.097 -0.386 -0.333
As -3.4584 1.0941 -3.9503 0.122 0.229 1.684 1.088
C -4.2754 2.4227 -5.1138 0.278 -0.379 -0.614 -0.312
C -4.3190 -0.5492 -4.5726 0.400 0.220 -0.629 -0.319
H 1.2769 -2.7225 -3.8926 -0.134 0.104 0.136 0.062
H 2.0170 -3.5160 -2.4978 -0.101 0.079 0.068 0.045
H 2.5277 -1.8846 -2.9563 -0.089 0.044 -0.012 0.028
H -1.0247 -3.8330 -2.6817 0.116 0.246 0.052 0.066
H -1.8375 -3.2673 -1.2051 0.079 0.074 -0.025 0.047
H -0.3800 -4.2818 -1.1044 0.025 0.128 -0.027 0.037
H -1.8651 -0.6284 -2.3741 0.160 -0.167 -0.074 0.045
H -1.2059 -1.5446 -3.7410 0.119 -0.031 0.235 0.105
H 1.6479 0.1031 -3.7270 0.254 -0.107 -0.053 0.043
H 1.0249 1.1367 -5.0155 0.071 -0.006 -0.022 0.111
H 0.7181 -0.5965 -5.0722 0.066 -0.020 -0.061 0.102
H -1.2304 1.8865 -2.1716 0.207 -0.016 0.137 0.050
H 0.1163 2.4884 -3.1252 0.096 -0.089 0.205 0.108
H 2.5188 2.6673 -2.7246 -0.190 -0.121 0.133 0.066
H 3.2818 1.1215 -2.3053 -0.081 -0.009 -0.025 0.031
H 3.3610 2.4786 -1.1813 -0.123 -0.031 0.017 0.041
H 0.6765 3.9094 -0.8952 0.051 -0.254 -0.091 0.071
H 0.9634 3.2465 0.7272 -0.049 -0.032 0.044 0.009
H -0.6155 3.0555 -0.0273 0.053 -0.137 -0.005 0.044
H -1.6021 0.2450 -5.4499 0.303 0.039 -0.089 0.090
H -1.2936 1.9259 -4.9984 0.077 -0.057 -0.062 0.091
H -3.8582 3.4189 -4.9825 0.102 -0.094 0.122 0.030
H -5.3457 2.4634 -4.9112 0.084 -0.104 0.097 0.037
H -4.1249 2.0962 -6.1447 -0.133 0.218 -0.050 0.039
H -4.0869 -1.4220 -3.9665 0.095 0.075 0.119 0.008
H -3.9991 -0.7267 -5.6002 -0.172 -0.186 -0.043 0.035
H -5.3966 -0.3995 -4.5638 -0.009 0.064 0.031 0.035
S -0.1621 2.2284 3.5827 0.895 -0.428 -0.320 0.539
C -1.4684 3.0732 4.2296 0.734 -0.182 -0.115 -0.869
N -1.2370 4.1011 5.0997 -0.280 0.004 -0.020 0.087
C -2.2526 4.8124 5.6220 -0.689 0.088 0.025 -0.008
C -3.5435 4.4867 5.2843 0.263 -0.012 -0.011 0.005
C -3.7128 3.4134 4.3956 -0.047 0.442 0.327 -0.076
N -2.7063 2.7406 3.8863 -0.499 -0.220 -0.168 0.049
H -0.2769 4.3283 5.3492 -0.210 -0.162 -0.154 0.156
H -2.0064 5.6252 6.2906 0.076 -0.023 0.023 0.151
H -4.3842 5.0326 5.6781 -0.007 0.063 0.069 0.126
H -4.6990 3.0945 4.0810 -0.089 0.093 0.082 0.127



# 2
101
Properties=species:S:1:pos:R:3:forces:R:3:lowdin_charge:R:1 method="wB97M-V/def2-TZVPD" de_lowest_kcal_mol=65.7 homo_ev=-5.893 e_tot_ev=-166314.6032 total_charge=-1 orbital_gap_ev=8.1
Ti -1.3186 0.4161 -0.3057 -0.043 0.937 -0.142 1.040
C -2.9038 -2.9669 -0.0574 0.064 -0.074 0.048 -0.053
C -2.8577 -2.6140 1.4280 -0.065 0.068 0.050 -0.342
C -4.0395 -1.7413 1.8563 -0.063 -0.016 -0.062 -0.045
C -1.5293 -2.0335 1.8316 -0.134 0.035 -0.396 -0.242
C -0.7870 -2.4385 2.9259 0.107 -0.021 -0.006 0.019
C 0.4297 -1.7957 2.8454 -0.026 0.220 -0.226 -0.177
C 1.3843 -2.0255 4.0012 0.039 -0.026 -0.012 -0.350
C 2.8796 -1.9071 3.7905 0.119 -0.194 -0.006 -0.063
C 0.9121 -1.2148 5.2200 0.032 -0.129 0.006 -0.050
N 0.4195 -0.9934 1.7266 -0.203 -0.482 0.113 0.079
N -0.8189 -1.1677 1.1211 0.593 0.452 0.739 0.007
B 1.6312 -0.5894 0.7059 -0.166 0.049 -0.093 -0.416
N 2.0147 0.8958 0.3353 0.397 0.145 -0.144 0.051
N 1.7451 1.2850 -0.9537 -0.395 -0.009 0.015 0.121
C 2.3201 2.4516 -1.1573 -0.148 -0.200 -0.113 -0.274
C 3.0273 2.8472 -0.0168 0.162 -0.046 0.007 0.026
C 2.8575 1.8373 0.8879 -0.530 -0.056 0.251 -0.218
C 3.4874 1.8520 2.2444 0.011 -0.003 -0.013 -0.348
C 2.4883 1.5070 3.3372 -0.018 -0.013 0.044 -0.056
C 4.7919 1.0433 2.2387 -0.049 -0.002 0.146 -0.056
C 2.1985 3.2097 -2.4493 0.047 -0.007 0.022 -0.369
C 1.7491 4.6456 -2.1690 -0.013 -0.017 0.029 -0.065
C 1.2457 2.5283 -3.4127 -0.057 -0.069 -0.107 -0.083
N 1.1963 -1.2642 -0.6559 -0.022 0.114 -0.144 0.058
N 0.0142 -0.9603 -1.2963 0.538 -0.153 0.088 0.031
C -0.0113 -1.6448 -2.4413 -0.193 0.116 -0.077 -0.224
C 1.1815 -2.3535 -2.5801 -0.069 -0.010 0.011 0.040
C 1.9135 -2.0841 -1.4396 0.074 0.037 0.116 -0.198
C 3.2842 -2.6218 -1.1385 0.032 0.039 0.011 -0.345
C 4.3366 -1.5131 -1.0500 0.005 -0.008 -0.002 -0.046
C 3.2977 -3.5590 0.0702 0.004 -0.045 0.000 -0.052
C -1.2137 -1.6869 -3.3512 0.015 -0.038 -0.015 -0.357
C -1.4310 -0.3866 -4.1220 0.063 0.015 -0.029 -0.049
C -1.1099 -2.8587 -4.3245 -0.003 -0.017 0.013 -0.077
H -3.7623 -3.6094 -0.2607 -0.024 0.021 -0.019 0.086
H -1.9952 -3.4915 -0.3622 0.011 -0.046 0.020 0.086
H -3.0125 -2.0817 -0.6753 0.039 -0.184 0.073 0.031
H -2.9216 -3.5545 1.9863 0.014 0.033 0.044 0.129
H -4.0126 -0.7737 1.3608 -0.043 -0.055 0.043 0.056
H -4.0193 -1.5586 2.9318 -0.005 0.005 0.011 0.084
H -4.9812 -2.2327 1.6032 -0.004 -0.045 0.010 0.080
H -1.0854 -3.1434 3.6842 0.002 -0.021 0.010 0.120
H 1.1957 -3.0737 4.2552 0.044 0.008 -0.025 0.129
H 3.1720 -0.8887 3.6085 0.247 0.280 -0.108 0.039
H 3.2295 -2.5224 2.9623 -0.007 0.007 0.015 0.064
H 3.3892 -2.2414 4.6976 0.002 -0.011 -0.014 0.083
H 0.8708 -0.1521 5.0119 0.052 0.216 -0.086 0.073
H 1.5898 -1.3760 6.0617 0.000 -0.006 0.003 0.077
H -0.0888 -1.5272 5.5184 0.006 0.023 -0.009 0.076
H 2.5900 -1.1250 1.1547 0.054 -0.042 0.102 0.088
H 3.5878 3.7529 0.1471 0.030 0.007 -0.003 0.110
H 3.7853 2.8928 2.3999 -0.041 0.002 0.021 0.131
H 1.9737 0.5785 3.1165 -0.062 -0.074 0.040 0.037
H 1.7127 2.2703 3.3967 0.011 0.063 -0.004 0.097
H 2.9848 1.4195 4.3066 -0.051 -0.016 0.047 0.084
H 4.6556 0.0494 1.8223 -0.096 -0.219 0.037 0.055
H 5.2029 0.9446 3.2464 0.009 -0.002 0.025 0.074
H 5.5318 1.5492 1.6155 -0.023 -0.013 0.001 0.078
H 3.1961 3.2397 -2.9073 -0.005 0.039 0.009 0.132
H 0.7884 4.6377 -1.6517 -0.026 0.007 -0.006 0.071
H 1.6489 5.2073 -3.1012 0.007 -0.005 -0.004 0.072
H 2.4598 5.1705 -1.5292 0.018 0.013 -0.001 0.068
H 0.2575 2.4733 -2.9620 -0.146 -0.041 0.014 0.059
H 1.5681 1.5110 -3.6340 -0.015 -0.054 -0.019 0.070
H 1.1773 3.0914 -4.3472 0.013 -0.008 0.001 0.074
H 1.4746 -3.0025 -3.3866 -0.011 -0.018 0.002 0.107
H 3.5321 -3.2297 -2.0144 0.001 0.015 -0.001 0.130
H 4.1637 -0.8587 -0.1978 0.006 0.003 -0.013 0.047
H 4.3171 -0.8934 -1.9473 -0.007 0.009 -0.003 0.088
H 5.3327 -1.9503 -0.9515 0.010 -0.007 0.002 0.078
H 2.9833 -3.0436 0.9742 0.017 -0.039 -0.034 0.036
H 4.3036 -3.9528 0.2306 0.011 -0.009 -0.003 0.079
H 2.6203 -4.3998 -0.0877 -0.006 -0.011 -0.008 0.084
H -2.0889 -1.8484 -2.7182 0.052 -0.008 -0.031 0.113
H -0.6050 -0.2059 -4.8121 0.047 0.010 -0.030 0.084
H -1.5119 0.4673 -3.4573 0.032 0.121 0.056 0.061
H -2.3553 -0.4521 -4.7008 0.007 0.006 -0.009 0.084
H -0.2770 -2.7196 -5.0181 0.008 -0.007 -0.006 0.077
H -2.0244 -2.9311 -4.9146 -0.008 0.008 -0.006 0.078
H -0.9659 -3.8056 -3.8020 -0.002 -0.004 0.003 0.079
Br -3.7605 5.2234 -1.0608 -0.343 -0.204 -0.358 0.743
C -4.7823 3.6015 -1.2690 -0.031 0.280 -0.025 -0.718
C -6.1623 3.6748 -1.2186 -0.137 0.042 0.078 -0.094
C -6.8517 2.4755 -1.2598 -0.113 0.173 0.050 -0.044
C -6.1580 1.2832 -1.3515 0.143 0.036 0.053 0.013
C -4.7716 1.3371 -1.4162 -0.270 0.186 0.108 -0.160
N -4.1137 2.4930 -1.3998 0.560 -0.264 0.163 0.075
C -4.0474 0.0152 -1.4919 0.193 -0.292 -0.304 -0.495
O -4.7118 -0.9736 -1.7046 -0.172 -0.211 -0.141 0.091
O -2.7409 -0.0513 -1.3762 -0.781 -0.002 -0.510 -0.183
H -6.6632 4.6255 -1.1157 -0.010 -0.004 0.021 0.099
H -7.9314 2.4707 -1.1843 -0.015 0.027 -0.040 0.108
H -6.6568 0.3270 -1.3516 0.024 -0.014 -0.030 0.118
F -4.0319 3.0649 1.6430 0.309 -0.063 -0.461 -0.628
Te -2.0625 3.0497 0.7453 0.187 1.473 2.732 1.955
F -1.7871 3.7525 2.5276 0.051 -0.157 -0.384 -0.494
F -2.6999 0.8002 0.9828 -0.077 -0.023 -0.592 -0.456
F -0.6753 1.7871 1.4970 -0.051 0.160 -0.399 -0.454
F -0.6019 4.3110 0.3998 -0.235 -0.057 -0.123 -0.522
O -1.1630 2.0252 -0.8937 0.490 -1.634 -0.109 -0.604